[1]
The following is a DFT calculation (ωB97M-V/def2-TZVPD) of C53H52BrN5O2V as an isolated structure.

Summary:
- Spin multiplicity: 4
- Kohn-Sham gap (alpha / beta): 0.189 / 0.254 Eh
- Energy above the lowest of the compared OMol25 structures with the same formula, charge and spin: 0.00 kJ/mol
- Total charge: -2

Geometry as XYZ:
```
114
Properties=species:S:1:pos:R:3:forces:R:3:mulliken_spin:R:1
V 0.35439 0.00848 0.63588 0.4 -0.2 -0.5 1.967
C -1.53837 1.71761 -4.92237 0.0 0.0 0.0 0.002
C -2.58513 1.56485 -3.81673 0.1 0.0 0.0 0.002
C -3.94554 1.20738 -4.42038 0.0 0.0 0.0 0.000
C -2.69287 2.80342 -2.95023 0.0 0.0 -0.1 0.000
C -2.88315 4.04300 -3.55583 0.0 0.0 0.0 -0.002
C -3.03459 5.20047 -2.81333 0.0 0.0 0.0 0.002
C -3.02029 5.11896 -1.42706 0.0 0.0 0.0 -0.001
C -2.83858 3.90222 -0.78724 0.0 0.1 0.0 -0.008
C -2.91140 3.76898 0.72021 0.0 0.0 0.0 0.012
C -2.57670 5.04736 1.48111 0.0 0.0 0.0 0.000
C -4.29317 3.25283 1.13563 0.0 0.0 0.0 0.000
C -2.64349 2.72753 -1.54877 0.1 0.0 0.1 0.010
N -2.33828 1.55911 -0.84284 -0.1 0.0 -0.1 0.011
C -3.22994 0.61043 -0.80452 0.0 0.1 0.2 -0.048
O -4.35990 0.54235 -1.34915 0.0 0.0 -0.1 0.000
C -2.91862 -0.50890 0.19165 0.0 -0.1 -0.1 0.055
C -3.91842 -1.46678 0.36218 0.0 0.0 0.0 -0.001
C -3.80663 -2.41482 1.35763 0.0 0.0 0.0 0.006
C -2.71255 -2.35828 2.20448 0.0 0.0 -0.1 -0.005
C -1.74872 -1.39760 1.96136 -0.1 -0.1 0.2 0.033
N -1.81404 -0.51457 0.95145 0.1 -0.1 0.2 0.021
C -0.60797 -1.29206 2.95507 -0.2 -0.1 0.0 0.022
O -0.66117 -1.98450 3.97553 0.1 0.1 0.0 0.003
N 0.32817 -0.38990 2.63509 0.0 0.0 -0.2 -0.155
C 1.29221 -0.08294 3.63894 0.0 -0.1 0.1 0.055
C 0.98871 0.93370 4.56110 0.0 0.0 0.0 -0.008
C 1.95686 1.31554 5.48336 0.0 0.0 0.0 0.000
C 3.19176 0.68995 5.51820 0.0 0.0 0.0 0.001
C 3.45205 -0.35487 4.64933 0.0 0.0 0.0 0.001
C 2.51363 -0.76695 3.70832 0.0 0.0 0.0 -0.017
C 2.79651 -1.97281 2.83821 0.0 0.0 0.0 -0.001
C 2.45121 -3.25812 3.59853 0.0 0.0 0.0 -0.003
C 4.23857 -2.02373 2.33740 0.0 0.0 0.0 -0.008
C -0.40563 1.52834 4.63987 0.0 0.0 -0.1 0.010
C -0.41321 3.02866 4.92759 0.0 0.0 0.0 0.002
C -1.22759 0.77740 5.69332 0.0 0.0 0.0 0.001
H -1.36496 0.75733 -5.41538 0.0 0.0 0.0 0.000
H -0.58928 2.07223 -4.52197 -0.1 0.0 0.0 0.000
H -1.86937 2.42650 -5.68729 0.0 0.0 0.0 0.000
H -2.27287 0.74551 -3.16884 0.0 0.0 0.0 -0.004
H -4.29147 2.01267 -5.07708 0.0 0.0 0.0 0.000
H -4.67371 1.05213 -3.62550 0.0 0.0 0.0 0.000
H -3.87110 0.29430 -5.01928 0.0 0.0 0.0 0.000
H -2.91617 4.09903 -4.63918 0.0 0.0 0.0 0.000
H -3.17087 6.15657 -3.30673 0.0 0.0 0.0 0.000
H -3.15194 6.01950 -0.83875 0.0 0.0 0.0 0.000
H -2.18053 3.00351 0.98751 0.0 0.0 0.0 0.011
H -3.35018 5.81106 1.35124 0.0 0.0 0.0 0.000
H -1.62134 5.46266 1.15857 0.0 0.0 0.0 0.001
H -2.50738 4.83305 2.55202 0.0 0.0 0.0 -0.001
H -5.05638 4.01129 0.93045 0.0 0.0 0.0 0.000
H -4.31661 3.02850 2.20670 0.0 0.0 0.0 0.000
H -4.56437 2.35346 0.58274 0.0 0.0 0.0 0.000
H -4.76680 -1.39285 -0.30257 0.0 0.0 0.0 0.000
H -4.57340 -3.16928 1.49243 0.0 0.0 0.0 0.001
H -2.56628 -3.02229 3.04307 0.0 0.0 0.0 0.000
H 1.73964 2.10837 6.18931 0.0 0.0 0.0 0.000
H 3.94376 1.00630 6.23221 0.0 0.0 0.0 0.000
H 4.40824 -0.86126 4.69627 0.0 0.0 0.0 0.000
H 2.14220 -1.91660 1.96957 0.0 0.0 0.1 0.045
H 3.10511 -3.37158 4.46999 0.0 0.0 0.0 0.000
H 2.59614 -4.12458 2.94794 0.0 0.0 0.0 0.000
H 1.41691 -3.24277 3.94046 0.0 0.0 0.0 0.000
H 4.93270 -2.27237 3.14690 0.0 0.0 0.0 0.003
H 4.54132 -1.07627 1.89241 0.0 0.0 0.0 0.001
H 4.33177 -2.79240 1.56828 0.0 0.0 0.0 0.009
H -0.89018 1.36666 3.67554 0.0 0.0 0.0 0.010
H -0.08186 3.24407 5.94666 0.0 0.0 0.0 0.000
H -1.42550 3.42600 4.82127 0.0 0.0 0.0 0.000
H 0.23824 3.56885 4.24101 0.0 0.0 0.0 0.000
H -0.79272 0.92623 6.68664 0.0 0.0 0.0 0.000
H -1.24167 -0.29199 5.48393 0.0 0.0 0.0 -0.001
H -2.25607 1.14829 5.71183 0.0 0.0 0.0 0.000
C 5.28791 3.01639 0.52415 0.0 0.0 0.0 0.073
C 4.34355 2.81965 1.52680 0.0 0.0 0.0 -0.048
C 3.44370 1.77232 1.45530 0.0 0.0 0.0 0.147
C 3.45224 0.89063 0.36592 0.1 0.0 0.0 -0.083
C 4.42055 1.08173 -0.63138 0.0 0.0 0.0 0.099
C 5.31749 2.13420 -0.54908 0.0 0.0 0.0 -0.042
N 2.50900 -0.13371 0.29888 -0.2 0.0 0.0 0.146
N 2.95109 -1.19267 -0.37597 0.0 0.0 0.0 0.481
C 1.99008 -2.15036 -0.55501 0.0 0.0 0.0 -0.095
C 2.38730 -3.37213 -1.13328 0.0 0.0 0.0 0.118
C 1.45373 -4.35925 -1.37528 0.0 0.0 0.0 -0.084
C 0.11226 -4.14331 -1.05704 0.0 0.0 0.0 0.152
C -0.27154 -2.93116 -0.48516 0.0 0.0 0.0 -0.152
C 0.63733 -1.91386 -0.19932 -0.2 0.2 0.1 0.173
H 5.98432 3.84513 0.57696 0.0 0.0 0.0 0.009
H 4.30422 3.49029 2.37795 0.0 0.0 0.0 -0.001
H 2.72642 1.61673 2.25029 0.0 0.0 0.0 0.001
H 4.42988 0.40283 -1.47235 0.0 0.0 0.0 0.007
H 6.04071 2.27643 -1.34539 0.0 0.0 0.0 -0.001
H 3.43291 -3.50782 -1.38742 0.0 0.0 0.0 0.004
H 1.76233 -5.29887 -1.82238 0.0 0.0 0.0 -0.004
H -0.62790 -4.91055 -1.25651 0.0 0.0 0.0 0.015
H -1.32599 -2.79038 -0.26371 0.0 0.0 0.0 0.003
Br 0.61764 0.23989 -2.45056 0.0 0.0 0.1 0.026
C 1.14296 2.05165 -2.35557 0.0 0.0 0.0 0.008
C 1.64783 2.65680 -3.46989 0.0 0.0 0.0 0.008
C 2.02662 4.01252 -3.40713 0.0 0.0 0.0 -0.007
C 1.88435 4.70737 -2.24187 0.0 0.0 0.0 0.009
C 1.37244 4.08301 -1.07830 0.0 0.0 0.0 -0.019
C 1.24789 4.80428 0.13470 0.0 0.0 0.0 0.039
C 0.76939 4.17816 1.24719 0.0 0.0 -0.1 -0.013
C 0.41405 2.81335 1.18808 0.0 0.0 0.2 -0.054
C 0.52359 2.03967 0.05648 0.0 0.0 0.2 0.103
C 0.99518 2.71292 -1.10998 0.0 0.0 0.0 -0.100
H 1.74914 2.09863 -4.39102 0.0 0.0 0.0 0.001
H 2.42387 4.49532 -4.29218 0.0 0.0 0.0 0.000
H 2.16716 5.75294 -2.18445 0.0 0.0 0.0 0.000
H 1.54252 5.84827 0.15414 0.0 0.0 0.0 -0.001
H 0.66735 4.72440 2.17874 0.0 0.0 0.0 0.000
H 0.07970 2.35442 2.11592 0.0 0.0 0.0 0.046
```
Positions in Å, forces in eV/Å.

***

[2]
The following is a DFT calculation (ωB97M-V/def2-TZVPD) of one molecule with the formula C22H20N2O6S at a distorted geometry.

Summary:
- Kohn-Sham gap: 0.294 Eh
- SMILES: COc1cccc(N(CC(=O)Nc2ccc3c(c2)OCO3)S(=O)(=O)c2ccccc2)c1
- Energy above the lowest of the compared OMol25 structures with the same formula, charge and spin: 78.50 kJ/mol

Geometry as XYZ:
```
51
Properties=species:S:1:pos:R:3:forces:R:3:lowdin_charge:R:1
C -1.75529 3.33573 -0.32508 0.1 0.1 0.2 -0.064
O -2.10911 2.80444 -1.58223 -0.1 -0.2 -0.3 -0.069
C -1.94719 1.47472 -1.79153 0.1 -0.2 -0.1 -0.253
C -2.29366 1.00012 -3.05838 0.0 0.1 0.1 0.000
C -2.14859 -0.33693 -3.36125 0.0 0.1 0.0 -0.065
C -1.66389 -1.22952 -2.41890 0.1 -0.1 0.3 -0.016
C -1.31679 -0.75889 -1.16222 -0.5 0.4 -0.4 -0.261
N -0.79777 -1.65837 -0.19430 -0.4 0.0 1.0 -0.175
C 0.52375 -2.19913 -0.45582 0.4 -0.2 -0.3 -0.076
C 1.47442 -1.10638 -0.97848 -0.1 -0.3 0.2 -0.447
O 2.03335 -1.20588 -2.04791 0.1 -0.1 -0.2 0.085
N 1.55331 -0.06218 -0.12304 0.0 0.0 0.5 0.138
C 2.07559 1.21461 -0.34779 0.2 0.3 -0.3 -0.210
C 2.75380 1.55868 -1.51020 -0.1 -0.3 0.0 -0.005
C 3.22744 2.85236 -1.71079 0.0 0.5 0.3 0.019
C 3.00262 3.77463 -0.71892 -0.3 -0.3 0.4 -0.208
C 2.32367 3.42961 0.45147 0.3 0.0 -0.6 -0.209
C 1.84986 2.16128 0.66425 0.1 0.2 0.0 0.059
O 2.22860 4.52816 1.26455 -0.2 -0.5 0.1 0.034
C 2.88134 5.57455 0.57642 0.2 1.2 0.4 -0.162
O 3.35521 5.10005 -0.66393 0.1 -0.2 -0.3 0.031
S -1.16733 -1.39903 1.41461 -0.1 -0.5 -0.1 0.703
O -2.48065 -0.84564 1.49787 -0.1 -0.1 -0.1 -0.247
O -0.09389 -0.68446 2.07370 0.0 -0.3 0.1 -0.299
C -1.18441 -3.08280 2.01285 0.2 0.5 -0.1 -0.282
C -2.14161 -3.93659 1.49868 -0.1 -0.1 -0.1 -0.051
C -2.17989 -5.24832 1.93989 0.0 0.1 -0.1 -0.061
C -1.26348 -5.68616 2.88482 0.1 0.0 0.0 -0.069
C -0.31055 -4.81903 3.39492 0.0 0.0 0.0 -0.063
C -0.26899 -3.50465 2.95684 0.1 0.2 0.1 -0.057
C -1.45059 0.58629 -0.84563 0.0 0.3 -0.1 0.033
H -1.99722 4.39612 -0.37826 0.0 -0.1 0.1 0.096
H -0.68482 3.21584 -0.12769 0.0 0.0 0.0 0.082
H -2.32981 2.87170 0.48220 0.0 0.0 0.0 0.102
H -2.66881 1.70248 -3.78506 0.0 0.1 -0.1 0.118
H -2.41640 -0.69362 -4.34402 0.0 0.0 -0.1 0.107
H -1.54684 -2.27447 -2.65580 0.0 -0.2 0.0 0.116
H 0.46366 -2.98966 -1.20987 0.1 0.1 0.1 0.135
H 0.90137 -2.62235 0.47754 0.1 -0.1 -0.1 0.124
H 1.06367 -0.16225 0.76719 0.2 -0.1 -0.3 0.087
H 2.90669 0.80997 -2.26838 0.0 0.0 0.0 0.100
H 3.75090 3.12073 -2.61232 0.1 0.0 -0.1 0.120
H 1.32616 1.89593 1.56864 -0.1 0.0 0.2 0.129
H 3.72806 5.93977 1.18021 -0.2 -0.2 -0.1 0.139
H 2.17306 6.40201 0.40958 0.1 -0.2 0.0 0.139
H -2.84080 -3.55702 0.77091 -0.1 -0.1 -0.1 0.120
H -2.92232 -5.92784 1.55045 -0.1 0.0 0.0 0.109
H -1.29516 -6.70928 3.22810 0.0 -0.1 0.0 0.107
H 0.39782 -5.16356 4.13260 0.1 0.0 0.1 0.109
H 0.45403 -2.80014 3.33782 0.1 0.0 0.1 0.115
H -1.17253 0.91436 0.14170 0.0 0.2 0.0 0.096
```
Positions in Å, forces in eV/Å.

***

Question: Look up the energy above the lowest of the compared OMol25 structures with the same formula, charge and spin of the first one.
Answer: 0.00 kJ/mol

***

Question: Which of these has the lowest energy above the lowest of the compared OMol25 structures with the same formula, charge and spin?
Answer: C53H52BrN5O2V

***

Question: What is the energy above the lowest of the compared OMol25 structures with the same formula, charge and spin in the second record?
Answer: 78.50 kJ/mol